w) # C8H10N2S

A single C8H10N2S molecule (ωB97M-V/def2-TZVPD, OMol25).

Last column: Mulliken charge in e.
Atoms and positions in Å:
C1 -2.670 -0.101 -0.344  -1.41
C2 -1.246 0.581 0.040  0.64
C3 -0.986 0.544 1.501  -0.27
C4 0.241 0.170 1.856  -0.53
N1 1.292 0.071 1.102  -0.43
C5 1.406 -0.695 0.141  0.63
C6 2.586 -0.647 -0.844  -1.18
S1 0.381 -2.048 -0.253  -0.25
C7 -0.450 0.980 -0.947  -0.37
C8 0.678 1.739 -0.925  0.27
N2 1.583 2.383 -1.032  -0.55
H1 -3.357 0.599 -0.739  0.39
H2 -3.180 -0.662 0.481  0.32
H3 -2.242 -0.955 -0.867  0.38
H4 -1.777 0.693 2.285  0.30
H5 0.474 0.080 2.907  0.39
H6 2.294 -1.273 -1.703  0.39
H7 3.462 -1.003 -0.401  0.31
H8 2.816 0.373 -1.220  0.30
H9 -0.520 -1.840 0.925  0.23
H10 -0.786 1.009 -1.961  0.43

SMILES	CC(/C=C\N=C(\C)S)=C/C#N
HOMO energy	-8.59	eV
total charge	0
orbital gap	8.592	eV

x) # C8H10N2S

A single C8H10N2S molecule (ωB97M-V/def2-TZVPD, OMol25).

Last column: Mulliken charge in e.
Atoms and positions in Å:
C1 2.320 0.342 1.015  -0.93
C2 1.933 0.432 -0.446  -0.17
C3 0.990 1.136 -1.070  -0.13
N1 -0.082 1.868 -0.537  -0.63
C4 -1.046 1.169 -0.085  0.46
C5 -2.329 1.623 0.501  -0.71
C6 -3.205 0.621 0.815  -0.15
S1 -2.756 -0.913 0.274  -0.24
C7 -1.042 -0.365 -0.213  0.65
N2 0.016 -0.997 -0.367  -0.18
C8 0.249 -2.374 -0.701  -0.92
H1 1.365 0.180 1.565  0.26
H2 2.881 1.283 1.388  0.24
H3 2.914 -0.519 1.102  0.33
H4 2.619 -0.213 -1.072  0.28
H5 0.913 1.334 -2.201  0.27
H6 -2.444 2.659 0.826  0.35
H7 -4.170 0.699 1.403  0.34
H8 -0.780 -2.808 -0.529  0.28
H9 0.623 -2.500 -1.650  0.33
H10 1.033 -2.655 -0.016  0.26

SMILES	C\C=C/N=C1/C=CS/C1=N\C
HOMO energy	-7.22	eV
total charge	0
orbital gap	7.056	eV

Winner for stability: w)

w) # C2H2INO

3 unconnected molecules or ions with the total composition C2H2INO (ωB97M-V/def2-TZVPD, OMol25).

Last column: Mulliken charge in e.
Atoms and positions in Å:
C1 -0.045 -1.451 -0.132  0.04
C2 -2.427 1.166 -0.336  0.15
N1 -0.110 -0.335 -0.109  -0.33
O1 -2.746 1.601 0.679  -0.17
I1 3.603 0.726 0.097  -0.14
H1 -0.189 -2.441 -0.260  0.33
H2 1.914 0.733 0.061  0.11

HOMO energy	-9.82	eV
total charge	0
orbital gap	10.472	eV

x) # C2H2INO

2 unconnected molecules or ions with the total composition C2H2INO (ωB97M-V/def2-TZVPD, OMol25).

Last column: Mulliken charge in e.
Atoms and positions in Å:
C1 0.841 -0.083 -1.491  0.14
C2 -0.330 0.853 0.825  -0.08
N1 -0.045 -0.860 -1.451  -0.39
O1 -1.360 0.087 0.557  -0.27
I1 0.593 0.447 2.761  -0.07
H1 1.737 0.405 -1.892  0.30
H2 -1.436 -0.850 0.691  0.38

HOMO energy	-8.88	eV
total charge	0
orbital gap	8.402	eV

Winner for stability: w)

w) # C4H12N2O3

2 unconnected molecules or ions with the total composition C4H12N2O3 (ωB97M-V/def2-TZVPD, OMol25).

Last column: Mulliken charge in e.
Atoms and positions in Å:
C1 -0.419 1.635 -1.520  -0.62
C2 2.254 0.188 1.187  -0.73
C3 -0.470 -2.257 -1.153  -0.82
C4 0.401 -0.209 -0.210  0.98
N1 -1.743 0.989 1.293  -0.42
N2 -0.668 0.080 1.494  -0.38
O1 -0.342 0.299 -1.221  -0.39
O2 1.485 0.509 0.025  -0.31
O3 0.472 -1.611 -0.233  -0.40
H1 0.583 1.883 -1.975  0.25
H2 -0.735 2.181 -0.524  0.26
H3 -1.162 1.785 -2.317  0.22
H4 2.309 -0.959 1.171  0.28
H5 1.810 0.489 2.071  0.33
H6 3.265 0.595 1.016  0.25
H7 -0.032 -3.208 -1.242  0.31
H8 -0.369 -1.764 -2.089  0.32
H9 -1.445 -2.094 -0.829  0.32
H10 -2.603 0.633 1.484  0.17
H11 -1.585 1.724 1.902  0.20
H12 -1.006 -0.889 1.670  0.18

HOMO energy	-6.97	eV
total charge	0
orbital gap	7.992	eV

x) # C4H12N2O3

2 unconnected molecules or ions with the total composition C4H12N2O3 (ωB97M-V/def2-TZVPD, OMol25).

Last column: Mulliken charge in e.
Atoms and positions in Å:
N1 1.708 0.874 -0.996  -0.37
C1 0.302 1.148 -1.092  0.42
O1 -0.012 2.284 -1.336  -0.59
C2 -0.610 -0.028 -0.792  -0.44
C3 -0.843 0.320 0.678  0.25
N2 -1.809 1.359 0.866  -0.50
C4 -1.237 -0.837 1.576  -0.51
O2 -0.678 -2.061 1.166  -0.49
H1 2.389 1.665 -0.967  0.21
H2 2.148 -0.009 -1.205  0.18
H3 -1.506 -0.147 -1.295  0.34
H4 0.026 -1.067 -1.029  0.25
H5 0.172 0.693 1.186  0.11
H6 -1.736 2.124 0.267  0.19
H7 -2.714 1.251 1.247  0.15
H8 -0.958 -0.596 2.678  0.23
H9 -2.297 -1.192 1.492  0.32
H10 0.166 -1.971 0.542  0.23
O3 2.577 -2.088 -0.309  -0.65
H11 2.164 -2.375 0.530  0.33
H12 2.079 -2.706 -0.918  0.36

SMILES	NC(=O)C[C@@H](N)CO.O
HOMO energy	-9.03	eV
total charge	0
orbital gap	9.295	eV

Winner for stability: x)

w) # C3H7O2S

2 unconnected molecules or ions with the total composition C3H7O2S (ωB97M-V/def2-TZVPD, OMol25).

Last column: Mulliken charge in e.
Atoms and positions in Å:
O1 -0.080 -1.716 -1.041  -0.65
C1 0.338 -2.073 0.071  -0.09
O2 0.542 -1.354 1.087  -0.68
H1 0.536 -3.133 0.272  0.48
C2 1.195 1.198 -0.202  -0.69
S1 -0.254 1.945 0.592  -0.18
C3 -1.492 0.708 0.164  -0.50
H2 1.066 1.080 -1.282  0.24
H3 1.390 0.223 0.231  0.18
H4 2.030 1.891 -0.135  0.33
H5 -2.277 0.656 0.917  0.30
H6 -1.976 0.866 -0.808  0.26
H7 -1.019 -0.291 0.133  0.00

HOMO energy	-4.11	eV
total charge	-1
orbital gap	7.686	eV

x) # C3H7O2S

2 unconnected molecules or ions with the total composition C3H7O2S (ωB97M-V/def2-TZVPD, OMol25).

Last column: Mulliken charge in e.
Atoms and positions in Å:
O1 -0.191 -2.486 3.039  -0.52
C1 -0.077 -1.928 1.958  -0.03
C2 -1.144 -1.228 1.196  -0.40
C3 -0.717 -0.259 0.066  -0.60
S1 -1.676 -0.507 -1.483  -0.67
H1 0.797 -2.360 1.407  0.32
H2 -1.736 -0.671 1.938  0.21
H3 -1.824 -2.063 0.974  0.27
H4 0.338 -0.529 -0.088  0.17
H5 -0.663 0.740 0.520  0.26
H6 2.535 3.088 -2.866  0.33
H7 1.849 4.159 -3.677  0.32
O2 2.509 4.045 -2.983  -0.65

HOMO energy	-2.66	eV
total charge	-1
orbital gap	5.930	eV

y) # C3H7O2S

2 unconnected molecules or ions with the total composition C3H7O2S (ωB97M-V/def2-TZVPD, OMol25).

Last column: Mulliken charge in e.
Atoms and positions in Å:
C1 -1.975 -0.041 -1.241  -0.93
C2 -0.521 -0.478 -1.171  -0.49
S1 0.817 0.751 -1.153  -0.48
H1 -2.451 0.361 -0.354  0.27
H2 -2.517 -0.928 -1.571  0.30
H3 -2.173 0.628 -2.092  0.27
H4 -0.467 -0.873 -0.166  0.22
H5 -0.313 -1.339 -1.793  0.39
H6 1.192 0.504 0.319  0.19
O1 1.047 0.624 1.672  -0.58
C3 2.127 0.366 2.313  0.16
O2 3.122 1.066 2.434  -0.59
H7 2.113 -0.642 2.803  0.27

HOMO energy	-4.14	eV
total charge	-1
orbital gap	7.994	eV

Winner for stability: w)